Record 1
{"formula": "C33H63F3N3O10S4", "method": "the ωB97M-V functional and the def2-TZVPD basis", "species": ["C", "C", "C", "C", "C", "C", "C", "N", "C", "C", "N", "C", "O", "F", "C", "O", "F", "C", "C", "C", "N", "C", "C", "C", "F", "H", "H", "H", "H", "H", "H", "H", "H", "H", "H", "H", "H", "H", "H", "H", "H", "H", "H", "H", "H", "H", "H", "H", "H", "H", "H", "H", "H", "H", "H", "H", "C", "C", "C", "S", "O", "O", "C", "H", "H", "H", "H", "H", "H", "H", "H", "C", "C", "C", "S", "O", "O", "C", "H", "H", "H", "H", "H", "H", "H", "H", "C", "C", "C", "S", "O", "O", "C", "H", "H", "H", "H", "H", "H", "H", "H", "C", "C", "C", "S", "O", "O", "C", "H", "H", "H", "H", "H", "H", "H", "H"], "coordinates": [[2.955, -1.443, 0.264], [2.576, -2.088, -1.121], [1.041, -2.465, -1.179], [0.473, -2.010, -2.575], [1.021, -2.924, -3.725], [-1.095, -1.898, -2.563], [-1.680, -3.319, -2.339], [-3.132, -3.386, -1.974], [-3.954, -3.400, -3.253], [-3.659, -2.259, -1.131], [-3.768, -2.536, 0.306], [-2.548, -2.541, 1.066], [-2.549, -2.071, 2.116], [-1.409, -3.128, 0.655], [-4.660, -3.582, 0.623], [-5.800, -3.535, 0.560], [-4.103, -4.770, 1.028], [-3.024, -0.848, -1.483], [-3.624, 0.192, -0.481], [-2.667, 0.716, 0.647], [-1.561, -0.850, -1.630], [-1.175, 0.465, -2.240], [-0.126, 1.249, -1.355], [-0.212, 2.780, -1.572], [-1.501, 3.283, -1.335], [3.890, -0.855, 0.185], [2.132, -0.806, 0.649], [3.084, -2.291, 0.970], [3.224, -2.987, -1.225], [2.862, -1.418, -1.961], [0.969, -3.561, -1.026], [0.577, -1.880, -0.356], [0.936, -1.013, -2.736], [1.344, -2.246, -4.549], [1.947, -3.454, -3.421], [0.283, -3.612, -4.177], [-1.363, -1.619, -3.622], [-1.089, -3.947, -1.639], [-1.584, -3.847, -3.310], [-3.293, -4.320, -1.573], [-3.811, -2.415, -3.733], [-3.635, -4.229, -3.918], [-5.024, -3.607, -3.036], [-4.713, -2.125, -1.463], [-3.457, -0.602, -2.494], [-4.568, -0.148, -0.002], [-3.922, 1.082, -1.080], [-2.303, 1.728, 0.391], [-1.790, 0.063, 0.825], [-3.259, 0.822, 1.579], [-2.061, 1.092, -2.476], [-0.653, 0.320, -3.212], [-0.147, 0.944, -0.295], [0.876, 0.948, -1.743], [0.574, 3.308, -0.994], [0.014, 2.970, -2.645], [7.151, 2.661, -1.808], [8.150, 1.761, -1.073], [7.345, 0.680, -0.344], [5.841, 0.453, -1.293], [4.721, 0.880, -0.490], [5.874, -0.838, -1.941], [6.180, 1.718, -2.507], [7.648, 3.322, -2.518], [6.614, 3.283, -1.087], [8.821, 1.293, -1.799], [8.767, 2.328, -0.376], [7.885, -0.263, -0.296], [7.063, 0.999, 0.659], [5.252, 2.201, -2.808], [6.649, 1.236, -3.366], [2.189, 7.158, -0.218], [2.015, 6.411, 1.110], [2.501, 4.974, 0.892], [3.734, 5.054, -0.408], [3.234, 4.341, -1.564], [5.037, 4.784, 0.152], [3.587, 6.807, -0.715], [2.068, 8.234, -0.094], [1.440, 6.814, -0.937], [2.622, 6.892, 1.880], [0.975, 6.426, 1.456], [2.954, 4.561, 1.791], [1.694, 4.327, 0.551], [3.733, 7.011, -1.774], [4.353, 7.313, -0.126], [-3.044, 6.792, 5.038], [-3.448, 6.071, 3.747], [-2.543, 6.594, 2.627], [-1.010, 7.095, 3.414], [-0.866, 8.520, 3.276], [0.045, 6.180, 3.032], [-1.521, 6.732, 5.087], [-3.490, 6.328, 5.917], [-3.375, 7.832, 4.999], [-3.299, 4.995, 3.869], [-4.500, 6.230, 3.509], [-2.331, 5.826, 1.885], [-2.972, 7.470, 2.141], [-1.083, 7.455, 5.771], [-1.174, 5.726, 5.330], [-3.537, -7.896, 1.949], [-3.702, -8.682, 3.255], [-3.176, -10.100, 3.007], [-1.931, -9.956, 1.723], [-2.398, -10.647, 0.548], [-0.631, -10.204, 2.288], [-2.125, -8.198, 1.460], [-3.687, -6.828, 2.098], [-4.270, -8.242, 1.215], [-3.115, -8.204, 4.044], [-4.740, -8.700, 3.586], [-2.722, -10.525, 3.900], [-3.961, -10.760, 2.640], [-1.974, -7.965, 0.407], [-1.379, -7.687, 2.069]], "mulliken_charge": [-0.852, -0.464, -0.321, 0.418, -1.610, -0.200, -1.372, 0.548, -0.871, -1.468, 0.398, 0.165, -0.405, -0.106, 0.508, -0.381, -0.118, -1.038, -0.992, -1.021, 1.912, -1.722, -0.122, -0.089, -0.334, 0.032, 0.219, 0.380, 0.379, 0.299, 0.349, -0.170, 0.370, 0.376, 0.383, 0.323, 0.128, 0.260, 0.363, 0.486, 0.415, 0.352, 0.382, 0.513, 0.859, 0.516, 0.640, 0.076, 0.300, 0.302, 0.703, 0.645, 0.282, 0.200, -0.163, 0.350, -0.205, -0.741, -0.830, 1.340, -0.677, -0.759, -0.838, 0.399, 0.018, 0.317, 0.370, 0.409, 0.371, 0.387, 0.394, -0.693, 0.053, -0.414, 1.370, -0.653, -0.766, -0.893, 0.398, 0.292, 0.302, -0.069, 0.478, -0.118, 0.446, 0.378, -0.605, -0.631, -0.568, 1.189, -0.714, -0.721, -0.738, 0.352, 0.304, 0.283, 0.335, 0.255, 0.407, 0.410, 0.343, -0.250, -0.797, -0.662, 1.164, -0.652, -0.662, -0.714, 0.100, 0.318, 0.320, 0.369, 0.376, 0.359, 0.390, 0.361], "largest_force_ha_per_bohr": 0.07017, "e_tot_ha": -4103.87757, "charge": 1, "orbital_gap_ev": 8.72, "e_lumo_ev": -2.9, "homo_energy_ev": -11.670, "mol_weight_g_mol": 847.140}


Record 2
{"formula": "C33H64BCl2N6O41", "method": "the ωB97M-V functional and the def2-TZVPD basis", "species": ["O", "C", "O", "B", "O", "C", "O", "O", "C", "O", "C", "O", "O", "Cl", "C", "C", "Cl", "H", "H", "H", "H", "C", "N", "O", "O", "H", "H", "H", "C", "N", "O", "O", "H", "H", "H", "C", "N", "O", "O", "H", "H", "H", "C", "N", "O", "O", "H", "H", "H", "C", "N", "O", "O", "H", "H", "H", "C", "N", "O", "O", "H", "H", "H", "C", "O", "C", "O", "O", "C", "H", "H", "H", "H", "H", "H", "C", "O", "C", "O", "O", "C", "H", "H", "H", "H", "H", "H", "C", "O", "C", "O", "O", "C", "H", "H", "H", "H", "H", "H", "C", "O", "C", "O", "O", "C", "H", "H", "H", "H", "H", "H", "C", "O", "C", "O", "O", "C", "H", "H", "H", "H", "H", "H", "C", "O", "C", "O", "O", "C", "H", "H", "H", "H", "H", "H", "C", "O", "C", "O", "O", "C", "H", "H", "H", "H", "H", "H"], "coordinates": [[13.467, -9.352, -18.317], [12.951, -9.849, -19.260], [13.518, -10.564, -20.251], [12.492, -10.836, -21.286], [11.194, -10.401, -20.731], [11.448, -9.737, -19.602], [10.684, -9.275, -18.754], [12.665, -12.281, -21.587], [12.980, -12.464, -22.827], [13.102, -13.588, -23.327], [13.071, -11.124, -23.582], [12.830, -10.228, -22.625], [13.523, -10.893, -24.717], [16.945, -9.086, -25.851], [17.233, -10.080, -27.249], [16.380, -11.317, -27.118], [16.712, -12.396, -28.508], [18.279, -10.375, -27.158], [17.215, -9.442, -28.132], [15.328, -11.044, -27.044], [16.661, -11.860, -26.216], [11.642, -15.944, -20.813], [10.743, -14.979, -20.082], [9.778, -14.485, -20.681], [11.069, -14.779, -18.987], [10.980, -16.796, -20.969], [12.455, -16.368, -20.224], [11.973, -15.473, -21.738], [14.688, -7.965, -15.164], [14.003, -8.397, -13.889], [13.160, -9.283, -13.963], [14.272, -7.631, -12.951], [14.290, -6.967, -15.350], [14.412, -8.547, -16.043], [15.766, -7.956, -15.001], [10.563, -6.420, -21.452], [9.231, -6.963, -21.692], [8.632, -6.411, -22.566], [8.831, -7.828, -20.916], [11.144, -6.234, -22.356], [11.092, -7.047, -20.734], [10.335, -5.446, -21.020], [15.405, -8.361, -23.074], [15.128, -7.768, -21.671], [13.968, -7.613, -21.276], [16.036, -7.351, -21.034], [14.441, -8.459, -23.572], [15.918, -9.293, -22.837], [16.070, -7.570, -23.422], [14.980, -13.762, -20.299], [16.177, -14.563, -20.036], [16.374, -14.757, -18.815], [16.838, -14.914, -21.018], [14.960, -13.318, -21.294], [15.093, -12.842, -19.725], [14.049, -14.294, -20.104], [15.531, -15.246, -24.117], [14.703, -16.327, -23.497], [14.602, -16.451, -22.278], [14.189, -17.184, -24.209], [16.309, -15.660, -24.758], [16.088, -14.757, -23.318], [14.917, -14.496, -24.615], [9.694, -7.326, -26.637], [9.772, -8.077, -25.486], [9.697, -9.377, -25.501], [9.882, -10.163, -26.463], [9.278, -9.733, -24.264], [9.282, -11.105, -23.875], [9.921, -6.269, -26.499], [8.724, -7.392, -27.131], [10.499, -7.690, -27.275], [8.896, -11.193, -22.859], [10.279, -11.543, -23.848], [8.657, -11.730, -24.513], [9.097, -13.081, -15.835], [8.516, -12.361, -16.829], [7.994, -11.159, -16.537], [7.725, -10.783, -15.349], [7.684, -10.508, -17.657], [8.157, -10.885, -18.983], [9.499, -14.061, -16.091], [8.372, -13.464, -15.117], [9.979, -12.711, -15.313], [7.939, -10.050, -19.648], [7.658, -11.811, -19.268], [9.194, -11.206, -19.087], [14.090, -7.091, -30.652], [13.527, -6.938, -29.394], [14.068, -7.370, -28.316], [15.181, -7.805, -28.145], [13.180, -7.149, -27.329], [13.348, -7.583, -25.962], [13.432, -6.731, -31.442], [14.347, -8.133, -30.845], [14.998, -6.489, -30.620], [13.309, -8.670, -26.027], [12.559, -7.224, -25.301], [14.305, -7.218, -25.590], [19.293, -12.976, -22.645], [19.205, -12.364, -21.348], [18.043, -11.762, -20.996], [17.055, -11.553, -21.706], [18.212, -11.450, -19.748], [17.244, -10.752, -18.987], [20.244, -13.504, -22.717], [19.047, -12.283, -23.450], [18.493, -13.716, -22.666], [17.275, -9.692, -19.238], [17.560, -10.918, -17.957], [16.221, -11.074, -19.182], [10.847, -7.337, -16.026], [10.665, -7.144, -14.626], [9.639, -7.715, -13.999], [8.667, -8.286, -14.575], [9.605, -7.458, -12.626], [10.580, -6.854, -11.890], [10.432, -6.509, -16.601], [10.309, -8.256, -16.262], [11.883, -7.635, -16.184], [11.422, -7.520, -11.700], [10.263, -6.539, -10.896], [10.975, -5.973, -12.397], [3.632, -8.404, -19.109], [4.293, -9.019, -17.962], [5.467, -8.500, -17.459], [5.877, -8.702, -16.287], [6.092, -7.691, -18.353], [7.444, -7.239, -18.204], [3.659, -7.373, -18.757], [2.624, -8.766, -19.313], [4.314, -8.443, -19.958], [8.201, -7.986, -18.443], [7.867, -6.792, -17.304], [7.696, -6.545, -19.005], [13.237, -12.797, -17.439], [14.441, -12.147, -17.097], [14.944, -12.208, -15.831], [14.550, -12.949, -14.987], [15.927, -11.378, -15.626], [16.563, -11.165, -14.378], [13.039, -12.773, -18.510], [12.386, -12.268, -17.009], [13.257, -13.838, -17.116], [16.223, -10.220, -13.955], [17.628, -11.034, -14.567], [16.426, -12.081, -13.803]], "mulliken_charge": [-0.653, 0.054, 0.378, 0.760, -0.326, 0.374, -0.390, 0.205, 0.320, -0.783, 0.054, -0.262, -0.659, -0.112, -0.651, 0.029, -0.239, 0.410, 0.355, 0.140, 0.091, -0.942, 1.043, -0.595, -0.532, 0.425, 0.310, 0.241, -0.785, 0.947, -0.463, -0.597, 0.403, 0.179, 0.354, -0.679, 0.962, -0.593, -0.372, 0.170, 0.154, 0.371, -0.114, 0.897, -0.507, -0.612, -0.387, 0.181, 0.490, 0.303, 1.227, -0.653, -0.607, 0.067, -0.733, 0.190, -0.483, 1.060, -0.507, -0.628, 0.382, -0.070, 0.279, -0.816, -0.140, 0.713, -0.638, -0.169, -0.490, 0.239, 0.327, 0.347, 0.140, 0.089, 0.417, -0.843, -0.323, 0.631, -0.589, -0.018, -0.250, 0.245, 0.320, 0.369, 0.211, 0.550, -0.191, -0.650, -0.353, 0.692, -0.549, -0.319, -0.530, 0.212, 0.300, 0.302, 0.319, 0.141, 0.450, -0.378, -0.386, 0.622, -0.263, -0.381, -0.104, 0.254, 0.232, 0.035, 0.340, 0.109, -0.107, 0.065, -0.337, 0.714, -0.438, -0.353, -0.573, 0.339, 0.020, -0.161, 0.216, 0.254, 0.273, -0.623, -0.324, 0.771, -0.513, -0.313, -0.404, 0.315, 0.245, 0.231, -0.109, 0.300, 0.424, -0.736, 0.093, 0.657, -0.585, -0.080, -0.749, -0.443, 0.644, 0.392, 0.202, 0.232, 0.365], "largest_force_ha_per_bohr": 0.11128, "e_tot_ha": -5654.08102, "charge": -1, "orbital_gap_ev": 9.29, "e_lumo_ev": 1.7, "homo_energy_ev": -7.549, "mol_weight_g_mol": 1282.594}